# 1
This record from the OMol25 dataset describes a gas-phase ion, C6H9N2O2 (charge -1) in a non-equilibrium geometry. The level of theory is wB97M-V/def2-TZVPD.

Each line ends with the Löwdin charge.
CARTESIAN COORDINATES (ANGSTROEM)
C1 0.51 -1.29 0.37  -0.4993
C2 -2.27 -0.60 -1.68  -0.0844
C3 -2.27 0.25 -0.67  -0.1344
C4 2.00 -0.82 0.28  -0.1032
C5 1.98 0.68 0.64  -0.1807
C6 0.51 1.11 0.38  -0.1954
N1 -0.16 -0.15 0.49  -0.0710
N2 -1.64 -0.13 0.87  -0.1946
O1 -1.79 0.83 1.71  -0.3265
O2 0.15 -2.44 0.30  0.0116
H1 -2.97 -0.34 -2.67  0.0780
H2 -1.70 -1.46 -1.82  0.0013
H3 -2.91 1.18 -0.61  0.0772
H4 2.84 -1.43 0.89  0.1490
H5 2.30 -1.00 -0.68  0.0551
H6 2.19 0.87 1.68  0.0974
H7 2.73 1.14 0.06  0.0735
H8 0.12 1.86 1.13  0.1079
H9 0.40 1.71 -0.66  0.1386

For the total energy, the calculation gives -493.879638 a.u. For the LUMO energy, the calculation gives 3.912 eV. The total charge is -1. The energy above the lowest of the compared OMol25 structures with the same formula, charge and spin comes out at 152.5 kcal per mole. Its SMILES is C=CN([O-])N1CCCC1=O. The max |F| is 4.5 eV/Å.

---

# 2
This record from the OMol25 dataset describes 2 unconnected molecules or ions with the total composition C2H2F3NO in a non-equilibrium geometry. The level of theory is wB97M-V/def2-TZVPD.

Each line ends with the Löwdin charge.
CARTESIAN COORDINATES (ANGSTROEM)
C1 -0.70 1.33 -0.02  -0.1056
C2 0.95 -1.04 -0.17  -0.2765
N1 -1.75 1.35 0.48  -0.0794
O1 -2.62 0.89 1.13  0.0596
F1 0.10 2.04 -0.78  0.1364
F2 2.06 -0.75 -0.92  0.0321
F3 1.01 -2.33 0.23  0.0248
H1 0.00 -0.98 -0.66  0.1157
H2 0.96 -0.51 0.71  0.0930

For the total energy, the calculation gives -506.822458 a.u. For the LUMO energy, the calculation gives -0.828 eV. The energy above the lowest of the compared OMol25 structures with the same formula, charge and spin comes out at 132.8 kcal per mole. Its SMILES is [O-][N+]#CF.FCF. The max |F| is 3.6 eV/Å.

---

# 3
This record from the OMol25 dataset describes C24H21NO6 in the gas phase. The level of theory is wB97M-V/def2-TZVPD.

Each line ends with the Löwdin charge.
CARTESIAN COORDINATES (ANGSTROEM)
C1 -7.44 -1.07 -1.51  -0.0752
H1 -6.82 -1.24 -2.39  0.0997
O1 -7.05 0.09 -0.82  -0.0922
C2 -5.77 0.15 -0.31  -0.1974
C3 -4.82 -0.84 -0.41  0.0378
C4 -3.55 -0.67 0.17  -0.2175
C5 -3.27 0.52 0.83  -0.0230
C6 -4.22 1.52 0.93  0.0050
C7 -5.47 1.35 0.37  -0.2419
O2 -6.40 2.33 0.47  0.0909
H2 -7.21 2.03 0.02  0.1113
H3 -4.00 2.45 1.44  0.1216
H4 -2.29 0.68 1.27  0.1077
C8 -2.59 -1.74 0.03  -0.0072
C9 -1.39 -1.85 0.63  0.0119
C10 -0.53 -2.99 0.36  -0.4786
O3 -0.77 -3.90 -0.40  0.1101
O4 0.62 -2.90 1.08  -0.0290
C11 1.62 -3.89 0.85  -0.0586
H5 1.83 -4.39 1.80  0.1452
H6 1.25 -4.62 0.13  0.1345
C12 2.92 -3.28 0.33  -0.4321
O5 3.83 -3.98 -0.05  0.0839
N1 2.91 -1.92 0.36  0.1445
C13 3.88 -1.01 -0.06  -0.2024
C14 3.60 0.34 0.12  0.0402
C15 4.50 1.31 -0.30  -0.2562
C16 5.71 0.92 -0.87  -0.0096
C17 5.99 -0.42 -1.03  -0.0669
C18 5.09 -1.40 -0.64  -0.0141
H7 5.31 -2.44 -0.77  0.0997
H8 6.93 -0.72 -1.47  0.1075
H9 6.41 1.68 -1.17  0.1161
O6 4.30 2.65 -0.10  0.0399
C19 3.02 3.16 -0.05  -0.2630
C20 1.99 2.70 -0.87  -0.0273
C21 0.75 3.30 -0.79  -0.0815
C22 0.52 4.35 0.08  -0.1001
C23 1.56 4.82 0.87  -0.0841
C24 2.80 4.23 0.81  -0.0038
H10 3.62 4.57 1.42  0.1185
H11 1.39 5.65 1.55  0.1036
H12 -0.45 4.81 0.14  0.0985
H13 -0.05 2.94 -1.42  0.1044
H14 2.17 1.90 -1.56  0.1221
H15 2.67 0.63 0.59  0.1246
H16 2.07 -1.51 0.74  0.1389
H17 -1.01 -1.11 1.32  0.1090
H18 -2.88 -2.56 -0.62  0.1255
H19 -5.03 -1.76 -0.93  0.1132
H20 -7.39 -1.95 -0.86  0.0999
H21 -8.47 -0.90 -1.81  0.0963

For the total energy, the calculation gives -1433.365718 a.u. For the LUMO energy, the calculation gives -0.229 eV. The energy above the lowest of the compared OMol25 structures with the same formula, charge and spin comes out at 50.4 kcal per mole. Its SMILES is COc1cc(/C=C/C(=O)OCC(=O)Nc2cccc(Oc3ccccc3)c2)ccc1O. The max |F| is 0.9 eV/Å.

---

# 4
This record from the OMol25 dataset describes a molecular structure, C16H37I2O11P2S2 in a non-equilibrium geometry. The level of theory is wB97M-V/def2-TZVPD.

Each line ends with the Löwdin charge.
CARTESIAN COORDINATES (ANGSTROEM)
C1 -2.34 5.81 8.59  -0.1746
C2 -1.92 5.37 7.22  -0.8828
I1 0.09 4.90 6.96  1.1568
C3 -2.75 5.25 6.18  -1.0306
I2 -4.79 5.66 6.40  1.0912
S1 -2.24 4.68 4.57  0.9433
O1 -3.49 4.94 3.63  -0.3723
S2 -0.72 6.05 3.63  0.4842
C4 -0.83 7.66 4.36  -0.1225
O2 -1.19 6.15 2.28  -0.2816
O3 0.58 5.49 3.75  -0.3446
H1 -1.50 5.78 9.28  0.0635
H2 -2.76 6.81 8.56  0.0861
H3 -3.10 5.11 8.95  0.0832
H4 -3.76 5.88 3.62  0.0694
H5 -0.01 8.25 3.94  0.1009
H6 -1.77 8.10 4.03  0.0845
H7 -0.81 7.61 5.44  0.0519
O4 2.77 0.94 0.03  -0.2130
P1 1.38 1.39 -0.13  0.4262
O5 0.91 2.28 1.11  -0.1812
C5 1.62 3.48 1.44  -0.2659
C6 1.24 4.62 0.51  -0.0759
O6 0.44 0.10 0.10  -0.2118
C7 0.93 -1.25 0.11  -0.2690
C8 0.93 -1.77 1.53  -0.0687
O7 0.52 2.06 -1.28  -0.1851
C9 -0.01 1.30 -2.39  -0.2456
C10 -1.50 1.12 -2.17  -0.0646
H8 2.70 3.30 1.41  0.1182
H9 1.36 3.72 2.46  0.0842
H10 1.57 4.43 -0.51  0.0746
H11 1.68 5.56 0.85  0.0785
H12 0.15 4.72 0.48  0.0677
H13 1.93 -1.31 -0.33  0.1097
H14 0.26 -1.85 -0.51  0.1098
H15 1.53 -1.13 2.18  0.0775
H16 1.33 -2.78 1.57  0.0786
H17 -0.09 -1.78 1.93  0.0756
H18 0.50 0.35 -2.51  0.0976
H19 0.16 1.89 -3.29  0.1224
H20 -1.69 0.56 -1.26  0.0742
H21 -1.94 0.58 -3.02  0.0789
H22 -1.99 2.09 -2.08  0.0794
O8 0.41 -4.37 -2.02  -0.2276
P2 0.65 -5.33 -3.11  0.4249
O9 2.19 -5.66 -3.26  -0.1719
C11 2.92 -6.24 -2.17  -0.2644
C12 2.67 -7.73 -2.05  -0.0779
O10 0.49 -4.47 -4.47  -0.2044
C13 -0.26 -3.25 -4.47  -0.2906
C14 0.66 -2.07 -4.31  -0.0692
O11 -0.01 -6.68 -3.60  -0.1766
C15 -1.25 -6.71 -4.34  -0.2416
C16 -0.95 -7.07 -5.78  -0.0646
H23 2.67 -5.72 -1.24  0.1112
H24 3.98 -6.05 -2.38  0.1190
H25 1.64 -7.93 -1.75  0.0704
H26 3.34 -8.16 -1.30  0.0792
H27 2.84 -8.22 -3.00  0.0833
H28 -1.00 -3.23 -3.67  0.1062
H29 -0.81 -3.23 -5.42  0.1199
H30 1.22 -2.17 -3.38  0.0722
H31 0.07 -1.15 -4.27  0.0639
H32 1.39 -1.99 -5.12  0.0836
H33 -1.78 -5.76 -4.26  0.1129
H34 -1.87 -7.47 -3.88  0.1203
H35 -0.30 -6.32 -6.24  0.0770
H36 -1.88 -7.13 -6.35  0.0830
H37 -0.44 -8.03 -5.83  0.0833

For the total energy, the calculation gives -3533.771588 a.u. For the LUMO energy, the calculation gives -5.167 eV. The total charge is +1. The max |F| is 4.5 eV/Å.

---

# 5
This record from the OMol25 dataset describes 6 unconnected molecules or ions with the total composition C30H30ClO10 in a non-equilibrium geometry. The level of theory is wB97M-V/def2-TZVPD.

Each line ends with the Löwdin charge.
CARTESIAN COORDINATES (ANGSTROEM)
Cl1 0.44 -0.60 0.60  0.0597
C1 4.61 2.33 -2.68  0.0186
C2 3.88 1.51 -1.57  0.0619
C3 3.90 2.14 -0.34  -0.3767
C4 4.52 3.27 0.00  -0.0491
C5 5.19 4.02 -0.99  -0.0023
C6 5.29 3.48 -2.33  -0.3968
O1 6.10 4.07 -3.22  0.0118
O2 3.27 1.34 0.60  -0.0522
H1 4.56 1.99 -3.75  0.1072
H2 3.43 0.65 -1.90  0.0725
H3 4.30 3.83 0.94  0.1307
H4 5.84 4.98 -0.76  0.1464
H5 5.70 3.92 -4.10  0.1111
H6 2.45 0.71 0.53  0.0505
C7 -5.20 -3.72 1.32  -0.0021
C8 -4.10 -3.04 2.21  0.0123
C9 -2.90 -2.76 1.59  -0.3412
C10 -2.61 -3.03 0.26  -0.0524
C11 -3.67 -3.55 -0.54  -0.0090
C12 -5.05 -3.74 -0.08  -0.3359
O3 -6.03 -4.24 -0.89  -0.0013
O4 -1.83 -2.07 2.25  -0.0460
H7 -5.95 -4.13 1.96  0.0729
H8 -4.22 -2.76 3.37  0.1519
H9 -1.54 -2.80 -0.23  0.1410
H10 -3.38 -3.81 -1.46  0.0625
H11 -6.74 -4.63 -0.24  0.1566
H12 -1.50 -1.42 1.65  -0.0494
C13 3.40 -6.05 -1.25  0.0279
C14 3.71 -4.54 -1.11  0.0107
C15 2.82 -3.64 -0.45  -0.3209
C16 1.62 -4.14 -0.05  -0.0336
C17 1.28 -5.54 -0.09  -0.0299
C18 2.15 -6.50 -0.59  -0.3698
O5 1.74 -7.78 -0.72  0.0189
O6 3.05 -2.29 -0.29  0.0997
H13 4.05 -6.63 -1.94  0.0903
H14 4.86 -4.15 -1.43  0.1563
H15 0.99 -3.54 0.54  0.0743
H16 0.24 -5.63 0.33  0.1284
H17 0.80 -7.52 -0.74  0.1055
H18 2.39 -1.84 -0.32  -0.1831
C19 0.84 5.46 3.61  0.0488
C20 0.67 3.88 3.90  0.0645
C21 0.62 3.00 2.83  -0.2692
C22 1.11 3.57 1.58  0.0126
C23 1.43 4.89 1.39  -0.0024
C24 1.38 5.77 2.44  -0.3418
O7 1.62 7.13 2.36  0.0884
O8 0.31 1.64 3.00  0.0157
H19 0.66 5.92 4.38  -0.0001
H20 0.30 3.38 4.82  0.1006
H21 1.10 2.97 0.89  0.0077
H22 1.80 5.16 0.39  0.1320
H23 1.74 7.46 3.13  -0.0164
H24 0.52 1.06 2.29  -0.0467
C25 -4.67 0.02 -1.60  -0.0075
C26 -3.22 0.05 -1.31  0.0378
C27 -2.68 1.35 -1.41  -0.3038
C28 -3.36 2.44 -1.72  -0.0492
C29 -4.70 2.40 -2.02  0.0199
C30 -5.40 1.15 -1.88  -0.3105
O9 -6.75 1.20 -2.06  0.0702
O10 -1.44 1.58 -0.73  -0.0525
H25 -5.11 -0.94 -1.50  0.0808
H26 -2.57 -0.95 -1.05  0.1383
H27 -2.94 3.41 -1.73  0.1157
H28 -5.07 3.22 -2.38  0.0523
H29 -7.17 0.57 -1.58  0.0463
H30 -0.91 1.07 -0.11  -0.0594

For the total energy, the calculation gives -2373.460740 a.u. For the LUMO energy, the calculation gives 2.070 eV. The total charge is -1. The energy above the lowest of the compared OMol25 structures with the same formula, charge and spin comes out at 89.2 kcal per mole. The max |F| is 18.6 eV/Å.

---

- The highest max |F| belongs to which entry?
  C30H30ClO10

---

Please write out number 1 again, unchanged.
This record from the OMol25 dataset describes a gas-phase ion, C6H9N2O2 (charge -1) in a non-equilibrium geometry. The level of theory is wB97M-V/def2-TZVPD.

Each line ends with the Löwdin charge.
CARTESIAN COORDINATES (ANGSTROEM)
C1 0.51 -1.29 0.37  -0.4993
C2 -2.27 -0.60 -1.68  -0.0844
C3 -2.27 0.25 -0.67  -0.1344
C4 2.00 -0.82 0.28  -0.1032
C5 1.98 0.68 0.64  -0.1807
C6 0.51 1.11 0.38  -0.1954
N1 -0.16 -0.15 0.49  -0.0710
N2 -1.64 -0.13 0.87  -0.1946
O1 -1.79 0.83 1.71  -0.3265
O2 0.15 -2.44 0.30  0.0116
H1 -2.97 -0.34 -2.67  0.0780
H2 -1.70 -1.46 -1.82  0.0013
H3 -2.91 1.18 -0.61  0.0772
H4 2.84 -1.43 0.89  0.1490
H5 2.30 -1.00 -0.68  0.0551
H6 2.19 0.87 1.68  0.0974
H7 2.73 1.14 0.06  0.0735
H8 0.12 1.86 1.13  0.1079
H9 0.40 1.71 -0.66  0.1386

For the total energy, the calculation gives -493.879638 a.u. For the LUMO energy, the calculation gives 3.912 eV. The total charge is -1. The energy above the lowest of the compared OMol25 structures with the same formula, charge and spin comes out at 152.5 kcal per mole. Its SMILES is C=CN([O-])N1CCCC1=O. The max |F| is 4.5 eV/Å.

---

Please write out number 1 again, unchanged.
This record from the OMol25 dataset describes a gas-phase ion, C6H9N2O2 (charge -1) in a non-equilibrium geometry. The level of theory is wB97M-V/def2-TZVPD.

Each line ends with the Löwdin charge.
CARTESIAN COORDINATES (ANGSTROEM)
C1 0.51 -1.29 0.37  -0.4993
C2 -2.27 -0.60 -1.68  -0.0844
C3 -2.27 0.25 -0.67  -0.1344
C4 2.00 -0.82 0.28  -0.1032
C5 1.98 0.68 0.64  -0.1807
C6 0.51 1.11 0.38  -0.1954
N1 -0.16 -0.15 0.49  -0.0710
N2 -1.64 -0.13 0.87  -0.1946
O1 -1.79 0.83 1.71  -0.3265
O2 0.15 -2.44 0.30  0.0116
H1 -2.97 -0.34 -2.67  0.0780
H2 -1.70 -1.46 -1.82  0.0013
H3 -2.91 1.18 -0.61  0.0772
H4 2.84 -1.43 0.89  0.1490
H5 2.30 -1.00 -0.68  0.0551
H6 2.19 0.87 1.68  0.0974
H7 2.73 1.14 0.06  0.0735
H8 0.12 1.86 1.13  0.1079
H9 0.40 1.71 -0.66  0.1386

For the total energy, the calculation gives -493.879638 a.u. For the LUMO energy, the calculation gives 3.912 eV. The total charge is -1. The energy above the lowest of the compared OMol25 structures with the same formula, charge and spin comes out at 152.5 kcal per mole. Its SMILES is C=CN([O-])N1CCCC1=O. The max |F| is 4.5 eV/Å.

---

- Which value of LUMO energy does entry 5 give?
  2.070 eV